Record 1
Computed, not measured: a single C4H10N2 molecule, with the ωB97M-V functional and the def2-TZVPD basis.

Positions of all 16 atoms, in Å:
C: 0.00 0.73 -0.63
C: -0.39 -0.81 -0.88
C: 0.10 -1.57 0.38
C: 0.70 0.58 0.70
H: -0.86 2.62 -0.74
H: -1.75 1.50 0.04
H: 0.64 1.09 -1.50
H: -1.53 -0.76 -1.09
H: 0.13 -1.27 -1.79
H: -0.59 -1.57 1.28
H: 0.48 -2.63 0.21
H: 1.53 -0.87 1.70
H: -0.04 0.65 1.55
H: 1.40 1.36 0.73
N: -1.13 1.65 -0.71
N: 1.32 -0.70 0.72

Its SMILES is N[C@@H]1CCNC1. The value obtained for the LUMO energy is 1.102 eV.


Record 2
Computed, not measured: a single C4H10N2 molecule, with the ωB97M-V functional and the def2-TZVPD basis.

Positions of all 16 atoms, in Å:
C: -0.20 0.19 -0.03
C: -0.02 0.38 -1.54
C: 1.36 1.78 0.68
C: -0.93 -1.86 0.98
N: 0.61 0.68 0.86
N: -1.31 -0.86 0.01
H: -1.41 -1.35 -0.86
H: -0.90 0.06 -2.10
H: 0.71 -0.29 -1.95
H: 0.23 1.37 -1.96
H: 1.46 1.84 -0.43
H: 0.75 2.69 1.06
H: 2.20 1.70 1.40
H: -1.74 -2.63 1.05
H: 0.07 -2.38 0.91
H: -0.87 -1.31 1.94

Its SMILES is C/N=C(\C)NC. The value obtained for the LUMO energy is 0.950 eV.


Record 3
Computed, not measured: a single C4H10N2 molecule, with the ωB97M-V functional and the def2-TZVPD basis.

Positions of all 16 atoms, in Å:
C: -0.46 -0.07 0.08
C: -0.86 1.14 -0.70
C: -1.51 -1.02 0.52
C: 1.88 0.54 0.59
N: 1.06 -1.01 -1.07
N: 0.90 -0.47 0.29
H: 0.01 1.70 -1.02
H: -1.49 1.78 -0.07
H: -1.45 0.86 -1.57
H: -2.38 -0.46 0.88
H: -1.13 -1.65 1.31
H: -1.86 -1.65 -0.30
H: 1.71 0.88 1.61
H: 2.86 0.07 0.52
H: 1.87 1.39 -0.09
H: 0.84 -2.01 -1.00

The value obtained for the LUMO energy (spin up / spin down) is 0.188 / 0.430 eV.


| no. | electronic energy (hartree) |
| --- | --- |
| 1 | -267.8800 |
| 2 | -267.8353 |
| 3 | -267.7720 |